{"formula": "C33H74N2O20", "method": "the ωB97M-V functional and the def2-TZVPD basis", "symbols": ["C", "C", "O", "C", "O", "O", "C", "H", "H", "H", "H", "H", "H", "H", "H", "C", "C", "O", "C", "O", "O", "C", "H", "H", "H", "H", "H", "H", "H", "H", "C", "C", "O", "C", "O", "O", "C", "H", "H", "H", "H", "H", "H", "H", "H", "C", "C", "O", "C", "O", "O", "C", "H", "H", "H", "H", "H", "H", "H", "H", "C", "C", "O", "C", "O", "O", "C", "H", "H", "H", "H", "H", "H", "H", "H", "C", "O", "C", "C", "N", "C", "C", "O", "C", "H", "H", "H", "H", "H", "H", "H", "H", "H", "H", "H", "H", "H", "H", "H", "C", "O", "C", "C", "N", "C", "C", "O", "C", "H", "H", "H", "H", "H", "H", "H", "H", "H", "H", "H", "H", "H", "H", "H", "C", "O", "H", "H", "H", "H"], "xyz": [[3.9095, 1.0660, -0.8933], [4.9052, 1.1599, -2.0370], [4.1536, 0.9943, -3.2417], [4.8192, 0.7478, -4.3616], [6.0083, 0.8156, -4.5216], [3.9243, 0.4155, -5.3011], [4.4534, 0.0813, -6.5825], [3.7676, 0.0201, -0.6087], [2.9555, 1.5654, -1.0353], [4.3045, 1.4830, 0.0392], [5.6544, 0.3847, -1.8909], [5.3800, 2.1418, -2.0367], [4.5667, -0.9963, -6.7012], [5.4207, 0.5499, -6.7406], [3.7215, 0.4440, -7.3012], [-1.8514, 0.1927, 3.4829], [-2.0325, 1.6315, 3.9190], [-2.9715, 1.6920, 5.0120], [-4.2364, 1.9329, 4.6899], [-4.6678, 2.0994, 3.5765], [-4.9536, 1.9901, 5.8086], [-6.3554, 2.1658, 5.6319], [-2.8044, -0.2873, 3.2564], [-1.2838, -0.3791, 4.2082], [-1.3580, 0.2608, 2.5065], [-2.2755, 2.3064, 3.1037], [-1.1032, 1.9504, 4.3898], [-6.8239, 1.7838, 6.5331], [-6.7266, 1.5540, 4.8060], [-6.5871, 3.2048, 5.4127], [-0.3212, -3.2085, 2.0524], [-0.4499, -4.4542, 1.1968], [-1.7094, -5.0644, 1.4417], [-2.2490, -5.7435, 0.4235], [-1.8060, -5.8772, -0.6782], [-3.4000, -6.2552, 0.8778], [-4.0849, -7.1150, -0.0166], [-0.9498, -2.3931, 1.6842], [0.7074, -2.8482, 2.0577], [-0.6158, -3.4170, 3.0804], [0.3380, -5.1333, 1.5513], [-0.2056, -4.2713, 0.1520], [-4.0708, -6.7117, -1.0307], [-5.1123, -7.2131, 0.3187], [-3.6362, -8.1096, -0.0583], [-6.8995, 1.4585, 1.1181], [-6.5854, 0.7399, -0.1917], [-5.9150, -0.4902, 0.0574], [-4.9235, -0.8364, -0.7616], [-4.5357, -0.2052, -1.7153], [-4.4158, -1.9777, -0.3206], [-3.4032, -2.5996, -1.1259], [-7.7620, 2.0952, 0.9172], [-6.0671, 2.0689, 1.4581], [-7.1891, 0.7373, 1.8801], [-6.0375, 1.3897, -0.8702], [-7.5247, 0.4973, -0.6977], [-2.9806, -1.8616, -1.7983], [-3.7759, -3.4989, -1.6045], [-2.6158, -2.8510, -0.4131], [1.9202, 3.7979, -3.0986], [0.4340, 3.8366, -3.3298], [-0.2003, 3.3748, -2.1258], [-1.3873, 3.8785, -1.7963], [-1.8833, 4.8809, -2.2270], [-1.9089, 3.0812, -0.8583], [-3.1392, 3.5100, -0.2757], [2.2488, 2.7770, -2.8960], [2.2608, 4.4134, -2.2659], [2.4393, 4.1023, -4.0099], [0.1867, 3.1356, -4.1302], [0.0574, 4.8192, -3.6037], [-3.1818, 3.1027, 0.7332], [-3.9763, 3.1115, -0.8476], [-3.2084, 4.5925, -0.2064], [3.6444, 3.9906, 7.5882], [3.3577, 4.0299, 6.2052], [4.0152, 5.0847, 5.5462], [3.5257, 5.1341, 4.1230], [4.2796, 4.2378, 3.2640], [3.7883, 4.1364, 1.8968], [2.4479, 3.4635, 1.7387], [2.6516, 2.0799, 1.9348], [1.4515, 1.3840, 2.0921], [4.7227, 3.8830, 7.7643], [3.1145, 3.1483, 8.0197], [3.3313, 4.9299, 8.0650], [5.1063, 4.9688, 5.5639], [3.7589, 6.0276, 6.0535], [3.6340, 6.1367, 3.6982], [2.4520, 4.8935, 4.1188], [4.3423, 3.3024, 3.6491], [4.5191, 3.5149, 1.3723], [3.8495, 5.1128, 1.4098], [2.0794, 3.6328, 0.7101], [1.6440, 3.8394, 2.3835], [1.6013, 0.3080, 2.1680], [0.7214, 1.5566, 1.2921], [0.9397, 1.6891, 3.0218], [4.6012, -6.7684, -2.6972], [3.8029, -5.8681, -1.9867], [2.9587, -5.1231, -2.8441], [1.9501, -4.3701, -2.0060], [0.7243, -4.1059, -2.7573], [0.9541, -3.2372, -3.9174], [-0.3637, -2.8607, -4.5483], [-0.9852, -1.9257, -3.7057], [-2.1151, -1.2937, -4.2664], [5.3545, -7.1743, -2.0217], [5.1143, -6.3003, -3.5461], [4.0126, -7.6214, -3.0632], [2.4920, -5.7722, -3.6014], [3.5976, -4.4559, -3.4495], [2.4256, -3.4454, -1.6441], [1.7019, -5.0152, -1.1619], [0.1235, -3.5635, -2.1396], [1.5110, -3.8029, -4.6692], [1.4798, -2.3086, -3.6574], [-1.0104, -3.7153, -4.7811], [-0.1176, -2.3949, -5.5203], [-1.8685, -0.8070, -5.2207], [-2.4396, -0.5248, -3.5718], [-2.8636, -2.0665, -4.4758], [-0.0908, -0.7131, -0.4754], [0.4983, 0.4757, -0.9194], [0.6961, -1.4580, -0.3435], [-0.5393, -0.6079, 0.5237], [-0.8444, -1.0583, -1.1860], [-0.1171, 1.1621, -1.1957]], "forces_ev_per_a": [[0.424, -0.320, 0.955], [-0.467, 0.596, 0.920], [-0.161, -0.388, -0.183], [0.054, -0.033, -0.116], [0.133, -0.050, 0.140], [-0.013, -0.063, 0.149], [-0.028, 0.145, -0.305], [-0.481, 0.007, -0.365], [-0.045, -0.155, -0.368], [0.286, 0.207, -0.291], [0.148, 0.020, -0.489], [0.149, -0.064, -0.232], [-0.067, -0.026, 0.224], [-0.024, 0.087, 0.003], [0.087, -0.024, -0.051], [-0.352, 0.522, -1.065], [0.503, -0.587, 0.828], [-0.157, 0.335, -0.047], [0.032, 0.209, -0.116], [0.012, -0.043, -0.119], [0.174, -0.204, 0.151], [-0.322, -0.490, -0.424], [-0.079, 0.000, 0.263], [0.058, -0.126, -0.061], [0.392, -0.390, 0.233], [-0.357, -0.005, 0.092], [-0.004, 0.267, -0.149], [0.030, 0.376, 0.189], [0.182, 0.098, -0.043], [-0.061, 0.064, 0.217], [-0.467, 0.305, -0.150], [1.560, 0.091, 0.846], [-0.167, 0.153, -0.523], [-0.441, -0.134, 0.682], [0.260, 0.028, -0.375], [0.075, 0.025, 0.198], [-0.172, -0.269, -0.773], [-0.035, -0.113, 0.057], [0.051, -0.093, -0.069], [0.028, -0.064, 0.006], [-0.264, -0.223, -0.158], [-0.633, -0.005, -0.160], [-0.023, 0.042, 0.092], [0.033, 0.161, 0.208], [0.152, 0.101, 0.171], [-0.038, -0.228, -0.570], [-0.866, 0.570, -0.022], [0.396, -0.149, 0.137], [0.070, 0.402, -0.140], [-0.085, -0.050, 0.024], [-0.275, -0.463, -0.027], [0.672, 0.554, 0.815], [0.055, 0.159, 0.149], [0.000, -0.117, 0.194], [0.085, 0.032, 0.087], [0.314, -0.213, 0.010], [0.076, -0.127, 0.015], [-0.171, -0.229, -0.372], [-0.144, 0.096, -0.145], [-0.026, -0.301, -0.105], [0.453, -0.282, -0.117], [0.205, 0.028, -0.125], [-0.116, -0.437, 0.058], [0.057, 0.079, 0.122], [-0.174, 0.100, -0.162], [0.203, 0.002, 0.131], [-0.361, -0.032, 0.293], [-0.112, -0.010, 0.001], [-0.197, 0.189, -0.059], [-0.024, 0.131, 0.056], [-0.171, 0.013, 0.058], [-0.013, 0.063, 0.173], [0.118, -0.142, -0.071], [0.023, 0.077, -0.087], [0.103, 0.028, -0.212], [0.266, 0.365, -0.264], [0.047, -0.465, 0.201], [-0.258, 0.555, 0.107], [-0.118, -0.244, -0.567], [0.246, -0.076, -0.121], [0.648, -0.078, 0.378], [-0.390, 0.042, -1.033], [0.100, -0.186, 0.161], [-1.144, 0.005, 0.578], [-0.054, -0.113, 0.007], [-0.054, -0.024, 0.025], [-0.085, -0.128, 0.059], [-0.016, -0.073, 0.072], [0.099, -0.010, -0.028], [0.029, 0.056, 0.182], [-0.007, 0.168, 0.190], [-0.138, 0.069, 0.168], [-0.116, -0.024, -0.158], [-0.337, 0.082, 0.130], [0.047, -0.081, 0.065], [0.253, 0.036, 0.298], [0.442, 0.040, -0.138], [0.322, 0.068, -0.242], [0.192, 0.028, 0.013], [0.254, -0.525, -0.043], [-0.229, 0.168, 0.123], [0.668, -0.084, -0.622], [-0.050, -0.096, -0.278], [0.184, 0.609, 0.135], [-0.458, -0.762, 0.082], [0.448, 0.564, -0.749], [-0.022, 0.252, 0.369], [0.373, -0.390, -0.456], [-0.013, 0.135, 0.052], [-0.044, 0.065, 0.022], [-0.037, 0.146, -0.120], [-0.346, -0.137, 0.405], [-0.134, 0.156, 0.200], [-0.045, -0.051, 0.149], [0.006, 0.100, 0.073], [-0.194, -0.261, -0.056], [0.204, 0.129, 0.090], [0.158, -0.030, -0.105], [0.029, -0.123, 0.337], [-0.194, 0.105, 0.114], [0.090, -0.037, 0.052], [-0.322, -0.165, 0.082], [-0.374, 0.343, 0.149], [-0.487, 0.137, 0.258], [0.904, 0.395, -0.145], [0.056, 0.000, -0.323], [-0.156, 0.142, -0.157], [0.047, -0.279, 0.081], [-0.350, -0.230, 0.091]], "lowdin_charge": [-0.0596, -0.1955, 0.0250, -0.6058, 0.1272, -0.0025, -0.0408, 0.0831, 0.0582, 0.0650, 0.1274, 0.1267, 0.0946, 0.0895, 0.0921, -0.0534, -0.1996, 0.0441, -0.6067, 0.1077, 0.0113, -0.0361, 0.0871, 0.0844, 0.0566, 0.1126, 0.1157, 0.0945, 0.0900, 0.0993, -0.0633, -0.2212, 0.0452, -0.6092, 0.1327, 0.0047, -0.0488, 0.0496, 0.0827, 0.0840, 0.1327, 0.0961, 0.0922, 0.0928, 0.0992, -0.0544, -0.2144, 0.0461, -0.5950, 0.1080, 0.0188, -0.0005, 0.0779, 0.0540, 0.0788, 0.1081, 0.1247, 0.0544, 0.1053, 0.0864, -0.0554, -0.1929, 0.0170, -0.6006, 0.1371, -0.0037, -0.0223, 0.0592, 0.0817, 0.0861, 0.1307, 0.1209, 0.0836, 0.0935, 0.0974, -0.1120, -0.1934, -0.2448, -0.2168, -0.0626, -0.2031, -0.2272, -0.1860, -0.1199, 0.0879, 0.0852, 0.0866, 0.1281, 0.1218, 0.1226, 0.1131, 0.1132, 0.1116, 0.1206, 0.1218, 0.1145, 0.0923, 0.0763, 0.0796, -0.1327, -0.1859, -0.2472, -0.2068, -0.0450, -0.2085, -0.2388, -0.2151, -0.1019, 0.0864, 0.0873, 0.0899, 0.1265, 0.1226, 0.1185, 0.1144, 0.0846, 0.1167, 0.1305, 0.1308, 0.1233, 0.0896, 0.0772, 0.0955, -0.1508, -0.1166, 0.0805, 0.0491, 0.0653, 0.0591], "homo_ha": -0.318, "e_above_lowest_kcal_mol": 0.0, "smiles": "CCOC(=O)OC.CCOC(=O)OC.CCOC(=O)OC.CCOC(=O)OC.CCOC(=O)OC.COCCNCCOC.COCCNCCOC.CO", "charge": 0}